# 1
8
Properties=species:S:1:pos:R:3:forces:R:3:mulliken_charge:R:1 method="wB97M-V/def2-TZVPD" e_homo_ev=-8.15 e_above_lowest_kj_mol=5.39 charge=0
N -0.9175 0.3625 1.2587 1.2 1.1 3.1 0.6003
N -0.8667 0.8154 2.3548 -0.7 -2.0 -4.9 -0.3744
N -0.8701 -0.1495 0.1111 -1.0 2.5 1.8 -0.4351
N 0.3892 -1.8020 -1.0362 0.2 0.3 1.5 -0.4982
N -0.2925 -1.3803 0.1237 0.8 -2.1 -1.1 0.0042
H 1.2193 -1.2387 -1.2185 -0.3 0.0 0.1 0.2326
H -0.2078 -1.7912 -1.8411 -0.4 0.0 -0.2 0.2560
H -0.2098 -1.8965 0.9900 0.2 0.1 -0.4 0.2147

---

# 2
107
Properties=species:S:1:pos:R:3:forces:R:3:mulliken_charge:R:1 method="wB97M-V/def2-TZVPD" e_homo_ev=-10.29 charge=+1
S -0.0015 -5.4291 2.5656 0.2 -0.2 0.1 1.3146
O -0.6300 -4.6428 1.5469 -0.6 0.6 -0.3 -0.6516
O 0.7700 -6.5668 2.2199 0.4 -0.8 -0.1 -0.6506
N 1.7337 -3.7219 5.7015 -0.1 -0.1 -0.1 -0.3052
N 0.6105 -2.9044 3.2556 0.0 0.0 0.3 0.3579
C -1.9624 5.0519 5.7368 0.0 0.0 0.0 -0.4963
C 3.2515 1.7769 -7.5135 0.0 0.0 0.0 -0.5464
C 1.7409 0.3476 -6.3075 0.0 -0.1 0.0 -0.1796
C 0.3105 -5.6780 -7.5931 0.0 0.0 0.0 -0.3672
C 3.9376 2.6829 -1.0733 0.0 0.0 0.0 -0.6421
C -2.8616 -2.7633 7.7836 0.0 -0.1 0.0 -0.4075
C -2.7340 -0.8536 2.9555 0.0 0.0 0.0 -0.7877
C -1.6730 0.7924 0.9907 0.1 0.1 0.0 -0.3271
C -3.0127 0.5042 2.9668 0.0 0.1 0.1 -0.5544
C -0.6461 5.3326 3.7443 0.0 0.0 0.0 -0.5846
C 0.1615 -2.2457 4.5588 0.2 0.1 0.1 -0.0157
C -1.9276 -1.3868 1.9589 0.1 -0.1 0.0 -0.3385
C 2.5547 0.5813 -7.4070 0.0 0.0 0.0 -0.1617
C -0.3611 6.4278 -9.4523 0.0 0.0 0.0 -0.3306
C -1.4342 5.8729 4.7509 0.0 0.0 0.0 -0.3528
C -1.2023 -5.8881 3.7706 0.2 0.2 0.1 -0.7674
C -1.3964 -0.5672 0.9726 0.1 0.0 0.0 -0.8191
C -0.9022 6.9249 -8.2753 0.0 0.0 0.0 -0.4273
C -1.7002 3.6891 5.7192 0.0 0.0 0.0 -0.4971
C 0.3799 5.2546 -9.4341 0.0 0.0 0.0 -0.6010
C 1.1941 -4.2960 3.3034 -0.1 0.0 0.4 -0.0807
C 0.0439 -4.4294 -8.1362 0.0 0.0 0.0 -0.5245
C 2.3234 2.5045 -5.4194 0.0 0.0 0.0 -0.4425
C -2.7821 -1.6557 8.6170 0.0 0.0 0.0 -0.5151
C -4.6581 -0.6712 7.4792 0.0 0.0 0.0 -0.4699
C -3.8404 -2.8270 6.8006 0.0 0.0 0.0 -0.2840
C 1.8513 2.1563 0.6770 0.0 -0.1 0.1 -0.0859
C 0.4131 -3.1332 5.7644 0.2 0.3 -0.1 -0.5217
C 1.6274 1.3084 -5.3130 0.0 0.0 0.0 -0.5466
C 0.0436 5.0785 -7.0616 0.0 0.0 0.0 -0.2968
C -3.6761 -0.6065 8.4583 0.0 0.0 0.0 -0.4421
C 0.5826 4.5794 -8.2386 0.0 0.0 0.0 0.0327
C -0.3848 3.9702 3.7254 0.0 0.0 0.0 -0.0217
C 4.0057 3.1259 0.2402 0.0 0.0 0.0 -0.3355
C -0.6996 6.2503 -7.0796 0.0 0.0 0.0 -0.4397
C 0.8750 -3.3563 -7.8475 0.0 0.0 0.0 -0.1621
C 1.4054 -5.8532 -6.7585 0.0 0.0 0.0 -0.3549
C 2.9619 2.8637 1.1162 0.0 0.0 0.0 -0.5851
C -2.4791 1.3277 1.9846 0.0 0.0 0.0 -0.6374
C -0.9099 3.1499 4.7145 0.0 0.0 0.0 -0.3878
C 1.9706 -3.5319 -7.0141 0.0 0.1 0.0 -0.0943
C 2.8266 1.9767 -1.5124 0.0 0.0 -0.1 -0.2336
C 1.7841 1.7118 -0.6361 0.0 0.0 0.0 -0.3483
C 3.1324 2.7405 -6.5218 0.1 0.0 0.0 -0.6320
C 1.7769 -4.7350 4.6724 0.1 0.2 0.1 -0.9153
C -4.7448 -1.7827 6.6536 0.0 0.0 -0.1 -0.5015
C 2.2352 -4.7798 -6.4680 0.0 0.0 0.0 -0.5485
H -1.1215 6.6388 -6.1616 0.0 0.0 0.0 0.3589
H 1.2834 -2.2907 2.8013 0.0 0.1 0.0 0.4916
H 0.8002 4.8663 -10.3528 0.0 0.0 0.0 0.3648
H 0.9926 1.1249 -4.4546 0.0 0.0 0.0 0.4740
H 2.4382 -3.0073 5.5620 0.1 -0.1 0.1 0.3202
H -0.3340 -6.5164 -7.8231 0.0 0.0 0.0 0.3609
H -0.7065 2.0857 4.6981 0.0 0.0 0.0 0.4859
H -3.6374 0.9231 3.7450 0.0 0.0 0.0 0.4802
H -1.2541 1.4391 0.2306 0.0 0.0 0.0 0.5647
H 3.0126 3.2147 2.1394 0.0 0.0 0.0 0.4257
H -2.0312 -1.6143 9.3951 0.0 0.0 0.0 0.4204
H -1.6365 6.9356 4.7669 0.0 0.0 0.0 0.3801
H 4.8717 3.6780 0.5805 0.0 0.0 0.0 0.3776
H -0.5168 6.9554 -10.3843 0.0 0.0 0.0 0.3633
H -0.7687 -0.9853 0.1950 0.0 0.0 0.0 0.4584
H 0.6686 -2.3829 -8.2752 0.0 0.0 0.0 0.3433
H 2.6216 -2.6951 -6.7922 0.0 0.0 0.0 0.2726
H 1.1578 3.6633 -8.2233 0.0 0.0 0.0 0.3202
H -2.5784 5.4746 6.5195 0.0 0.0 0.0 0.3731
H 2.7736 1.6344 -2.5381 0.0 0.0 0.0 0.4370
H 0.7707 -1.3551 4.6684 0.1 0.1 -0.1 0.3984
H -3.6170 0.2563 9.1083 0.0 0.0 0.0 0.4218
H 3.8834 1.9605 -8.3726 0.0 0.0 0.0 0.3990
H -0.7737 -6.6132 4.4502 0.1 -0.1 0.1 0.4000
H -1.7346 -2.4572 1.9268 -0.3 0.0 -0.2 1.0002
H 0.3271 -2.4975 6.6395 -0.1 0.0 0.2 0.3858
H -5.3638 0.1416 7.3668 0.0 0.0 0.0 0.4240
H -2.1122 3.0484 6.4888 0.0 0.0 0.0 0.4650
H 1.9821 -4.3472 2.5603 0.0 0.1 -0.3 0.4288
H -0.8612 -1.9056 4.4573 -0.2 -0.2 -0.2 -0.1723
H -0.1877 -2.9433 2.6008 0.1 0.0 -0.1 -0.3611
H 3.6664 3.6776 -6.6105 0.0 0.0 0.0 0.3672
H 1.2378 -5.6039 5.0366 -0.1 -0.2 0.0 0.3305
H -2.1733 -3.5897 7.9188 0.0 0.0 0.0 0.4919
H 2.6448 -0.1679 -8.1836 0.0 0.0 0.0 0.3790
H 2.7981 -5.0595 4.5210 0.2 0.0 0.0 0.3081
H -0.8099 -4.2930 -8.7867 0.0 0.0 0.0 0.3581
H 4.7503 2.8891 -1.7572 0.0 0.0 0.0 0.3915
H -3.1467 -1.4927 3.7230 -0.1 -0.1 0.1 0.6167
H -1.5452 -5.0135 4.3125 -0.2 0.1 0.0 0.0252
H 1.0352 1.9492 1.3598 0.0 0.0 0.0 0.2927
H -5.5197 -1.8377 5.8995 0.0 0.0 0.0 0.4276
H -1.4826 7.8382 -8.2900 0.0 0.0 0.0 0.3561
H 1.6132 -6.8280 -6.3368 0.0 0.0 0.0 0.3604
H -0.2358 5.9732 2.9748 0.0 0.0 0.0 0.4039
H -3.9160 -3.6998 6.1616 0.0 0.0 0.0 0.4409
H 0.9179 1.1587 -0.9802 0.0 0.0 0.0 0.2963
H 0.2041 4.5504 -6.1301 0.0 0.0 0.0 0.3119
H -0.3248 -3.9241 5.8551 -0.1 -0.1 0.1 0.0929
H 3.0902 -4.9162 -5.8184 0.0 0.0 0.0 0.3675
H 0.2274 3.5495 2.9370 0.0 0.0 0.0 0.2355
H 2.2324 3.2565 -4.6451 0.0 0.0 0.0 0.5987
H -2.6812 2.3904 2.0033 0.0 0.0 0.0 0.4834
H -2.0088 -6.3296 3.1977 -0.2 -0.1 -0.1 0.4359
H 1.1942 -0.5838 -6.2265 0.0 0.0 0.0 0.2792

---

# 3
9
Properties=species:S:1:pos:R:3:forces:R:3:mulliken_charge:R:1 method="wB97M-V/def2-TZVPD" e_homo_ev=-6.23 e_above_lowest_kj_mol=387.21 charge=0
Rb 1.2758 -0.6306 -2.8537 -0.4 0.2 0.6 0.9917
O 0.8530 -0.7607 0.1331 0.2 -0.4 -0.5 -0.4730
O -0.8908 0.6469 -1.7264 0.2 -0.2 -2.9 -0.5266
C 0.5060 -0.3888 1.4992 0.2 0.3 0.1 -0.0959
C -0.2115 0.1632 0.3905 0.0 0.7 0.4 0.8317
C -0.8803 0.9987 -0.4111 -2.1 -1.0 1.1 -1.4941
H 1.2899 0.1860 2.0034 -0.2 -0.2 -0.1 0.1802
H 0.0853 -1.2144 2.0827 0.1 0.3 -0.1 0.1723
H -2.0274 0.9996 -1.1176 2.2 0.3 1.3 0.4136

---

# 4
20
Properties=species:S:1:pos:R:3:forces:R:3:mulliken_charge:R:1 method="wB97M-V/def2-TZVPD" e_homo_ev=-8.22 e_above_lowest_kj_mol=335.14 charge=0 smiles="C[C@H]1CC=C2C[C@]21C"
C 1.9384 -0.3365 0.1563 -3.0 -2.9 -0.9 -1.7502
C -1.5161 0.4587 1.5105 -1.2 -0.9 0.7 -1.3663
C -0.5171 0.1605 -1.8191 0.8 0.2 1.7 -0.6157
C -0.9792 -0.5847 -0.8136 -0.4 2.0 -1.9 -0.1279
C -0.5893 -0.1751 0.5421 0.5 -0.8 -0.1 1.2028
C 0.6970 0.5074 0.3566 2.6 2.7 -1.7 -0.0412
C -0.8657 -1.6183 0.1510 0.5 -1.5 0.1 -0.6391
C 0.3281 1.3143 -1.2837 0.5 -0.9 3.0 -0.6395
H 2.0571 -1.0305 1.0183 0.0 0.2 -0.7 0.3198
H -2.4851 0.4914 0.9236 0.6 0.7 1.4 0.2892
H -0.2435 2.2475 -1.0465 0.8 -0.5 -0.6 0.2779
H 1.7996 -0.8728 -0.8243 -0.1 -0.4 1.0 0.3198
H -1.6334 -0.2820 2.4027 0.0 1.7 -1.2 0.2574
H -1.0542 1.4448 1.8117 -1.2 -1.0 -0.2 0.3854
H 1.2832 1.3998 -1.8726 -1.0 0.5 0.6 0.3455
H 1.0260 1.1840 1.1978 -1.1 -0.1 -0.9 0.3944
H -0.2851 -0.0734 -2.8221 -0.6 -0.7 -1.1 0.3802
H 2.8289 0.1010 -0.0547 2.5 2.2 0.0 0.4775
H -1.7662 -2.0597 0.5528 0.0 -0.2 0.2 0.3064
H -0.0234 -2.2764 -0.0868 -0.4 -0.2 0.5 0.2237

---

| no. | HOMO-LUMO gap (eV) |
| --- | --- |
| 1 | 8.845 |
| 2 | 7.212 |
| 3 | 5.448 |
| 4 | 9.206 |